Entry from the OMol25 dataset: 15 unconnected molecules or ions with the total composition C57H139N23O15 in a non-equilibrium geometry (ωB97M-V/def2-TZVPD).

Positions of all 234 atoms, in Å:
C  -7.448  -27.854  24.350
C  -7.158  -26.463  23.684
C  -6.125  -25.645  24.492
C  -4.710  -26.200  24.445
C  -4.277  -26.369  22.992
C  -5.269  -27.089  22.061
N  -6.631  -26.541  22.339
O  -7.537  -27.239  21.426
C  -4.900  -26.731  20.620
C  -5.198  -28.615  22.149
C  -8.507  -25.707  23.579
H  -7.986  -28.545  23.669
H  -8.167  -27.607  25.148
H  -6.624  -28.404  24.778
H  -6.098  -24.686  23.983
H  -6.418  -25.565  25.579
H  -4.602  -27.120  25.023
H  -4.062  -25.487  24.950
H  -3.356  -27.012  23.006
H  -3.945  -25.402  22.611
H  -5.054  -25.647  20.472
H  -3.868  -27.014  20.470
H  -5.467  -27.265  19.816
H  -4.154  -28.931  22.367
H  -5.904  -29.071  22.837
H  -5.334  -29.032  21.164
H  -8.361  -24.741  23.078
H  -8.776  -25.566  24.655
H  -9.342  -26.258  23.098
H  -7.601  -28.148  21.719
C  -1.627  -19.008  25.600
C  -2.923  -19.500  24.830
C  -2.877  -20.994  24.616
C  -3.053  -21.826  25.870
C  -4.391  -21.546  26.494
C  -4.503  -20.012  26.891
N  -4.199  -19.244  25.580
O  -4.197  -17.806  25.858
C  -5.966  -19.803  27.283
C  -3.605  -19.544  28.028
C  -3.110  -18.702  23.527
H  -1.054  -19.789  26.140
H  -1.988  -18.291  26.327
H  -1.012  -18.394  24.955
H  -3.719  -21.219  23.932
H  -1.885  -21.164  24.143
H  -2.224  -21.554  26.585
H  -2.934  -22.925  25.662
H  -4.698  -22.226  27.315
H  -5.139  -21.682  25.725
H  -6.598  -20.373  26.601
H  -6.055  -20.268  28.271
H  -6.292  -18.788  27.341
H  -3.775  -18.483  28.253
H  -3.692  -20.087  28.953
H  -2.588  -19.687  27.701
H  -3.083  -17.671  23.820
H  -4.112  -18.879  23.176
H  -2.295  -18.757  22.786
H  -5.129  -17.567  25.702
C  -2.982  -21.305  17.057
C  -3.785  -22.493  17.600
C  -2.890  -23.777  17.631
C  -1.766  -23.582  18.643
C  -2.365  -23.336  20.025
C  -3.408  -22.162  20.088
N  -4.259  -22.276  18.942
O  -5.198  -21.176  19.020
C  -4.264  -22.587  21.332
C  -2.798  -20.786  20.335
C  -4.957  -22.693  16.660
H  -2.177  -20.975  17.756
H  -3.681  -20.556  16.746
H  -2.479  -21.640  16.145
H  -3.490  -24.640  17.986
H  -2.498  -24.065  16.592
H  -1.052  -22.800  18.274
H  -1.135  -24.488  18.727
H  -1.613  -23.104  20.790
H  -2.813  -24.286  20.351
H  -4.861  -21.797  21.773
H  -4.913  -23.417  21.107
H  -3.590  -22.795  22.177
H  -1.992  -20.806  21.079
H  -2.444  -20.273  19.416
H  -3.598  -20.109  20.629
H  -5.596  -21.815  16.800
H  -5.499  -23.575  16.972
H  -4.628  -22.773  15.611
H  -6.087  -21.545  19.090
C  -5.456  -17.767  20.283
C  -4.501  -16.553  19.985
C  -3.242  -17.149  19.258
C  -2.356  -16.171  18.587
C  -3.173  -15.403  17.560
C  -4.400  -14.683  18.118
N  -5.178  -15.646  18.961
O  -6.287  -15.048  19.568
C  -3.943  -13.349  18.787
C  -5.315  -14.337  16.954
C  -4.143  -15.896  21.319
H  -6.121  -17.473  21.094
H  -4.815  -18.589  20.652
H  -6.030  -18.107  19.432
H  -2.733  -17.970  19.845
H  -3.698  -17.640  18.368
H  -1.474  -16.660  18.124
H  -1.972  -15.436  19.325
H  -3.526  -16.112  16.786
H  -2.594  -14.664  17.040
H  -3.611  -12.570  18.070
H  -4.691  -12.832  19.356
H  -3.136  -13.553  19.505
H  -4.855  -13.584  16.334
H  -5.520  -15.284  16.455
H  -6.250  -14.013  17.350
H  -3.550  -16.612  21.869
H  -4.967  -15.683  21.989
H  -3.462  -15.055  21.164
H  -5.933  -14.580  20.377
C  1.048  -22.892  15.648
C  1.985  -24.098  15.699
C  2.907  -24.056  14.457
C  4.064  -25.031  14.617
C  4.930  -24.660  15.821
C  4.111  -24.765  17.123
N  2.841  -23.972  16.911
O  1.991  -24.118  18.040
C  3.850  -26.234  17.523
C  4.820  -24.054  18.250
C  1.072  -25.346  15.656
H  0.474  -22.968  14.750
H  1.653  -21.992  15.722
H  0.385  -22.763  16.529
H  2.248  -24.309  13.639
H  3.289  -23.011  14.445
H  4.710  -25.081  13.752
H  3.616  -26.029  14.766
H  5.303  -23.664  15.706
H  5.732  -25.391  15.854
H  3.525  -26.765  16.667
H  4.741  -26.668  17.968
H  3.028  -26.233  18.239
H  4.264  -24.057  19.205
H  5.800  -24.394  18.440
H  4.788  -22.968  18.072
H  1.461  -26.377  15.782
H  0.672  -25.345  14.668
H  0.306  -25.222  16.400
H  1.788  -25.040  18.099
C  -7.163  -20.813  23.336
O  -7.471  -21.712  22.529
N  -7.986  -20.488  24.375
N  -6.276  -19.811  23.173
H  -8.504  -21.258  24.777
H  -7.594  -19.920  25.116
H  -5.780  -19.473  23.976
H  -5.686  -19.756  22.343
C  -7.706  -23.545  19.400
O  -7.712  -22.320  19.040
N  -7.520  -23.910  20.717
N  -7.792  -24.531  18.372
H  -7.441  -24.876  20.946
H  -7.660  -23.197  21.452
H  -8.356  -24.102  17.641
H  -7.879  -25.470  18.575
C  -5.629  -18.493  15.919
O  -4.440  -18.665  15.518
N  -6.608  -17.919  15.146
N  -6.128  -19.129  17.010
H  -6.389  -17.944  14.151
H  -7.538  -18.288  15.327
H  -5.599  -19.597  17.719
H  -7.119  -19.168  17.196
C  1.058  -22.534  21.055
O  0.340  -22.231  21.997
N  1.832  -23.698  21.129
N  1.166  -21.804  19.888
H  1.563  -24.389  21.821
H  2.382  -24.039  20.354
H  1.620  -22.402  19.172
H  0.453  -21.115  19.729
C  -0.953  -25.238  24.185
O  -1.246  -26.385  24.379
N  -1.209  -24.620  23.016
N  -0.163  -24.464  25.028
H  -1.178  -25.370  22.326
H  -0.720  -23.761  22.828
H  -0.186  -24.475  26.045
H  0.311  -23.659  24.640
C  -6.461  -24.143  12.935
O  -7.472  -24.146  13.619
N  -5.666  -23.034  12.757
N  -5.993  -25.314  12.367
H  -6.056  -22.134  13.003
H  -4.866  -23.093  12.152
H  -6.419  -26.126  12.787
H  -5.004  -25.374  12.148
C  -9.932  -22.135  15.154
O  -10.640  -21.292  15.576
N  -8.778  -22.423  15.797
N  -10.382  -22.877  14.088
H  -8.364  -21.523  15.964
H  -8.177  -22.910  15.136
H  -10.837  -22.266  13.448
H  -9.574  -23.348  13.662
C  -9.530  -19.105  19.361
O  -10.046  -18.128  19.812
N  -8.577  -19.768  19.952
N  -9.804  -19.524  18.018
H  -8.256  -20.653  19.591
H  -8.494  -19.505  20.915
H  -10.600  -18.960  17.823
H  -10.170  -20.455  18.109
C  -2.239  -22.499  12.261
O  -2.764  -23.591  11.997
N  -1.814  -21.505  11.342
N  -2.054  -22.181  13.648
H  -2.238  -21.641  10.403
H  -1.874  -20.570  11.729
H  -2.342  -22.881  14.341
H  -1.735  -21.246  13.890
C  -1.321  -16.944  13.573
C  -1.020  -18.431  13.897
C  -1.021  -18.657  15.375
O  -2.064  -19.207  13.308
H  -0.569  -16.187  13.912
H  -2.273  -16.591  13.990
H  -1.390  -16.903  12.480
H  -0.073  -18.631  13.457
H  -0.816  -19.706  15.607
H  -1.957  -18.442  15.845
H  -0.298  -18.037  15.910
H  -2.879  -19.028  13.760

**HOMO-LUMO gap**: 8.19 eV
**LUMO energy**: 0.18 eV
**ΔE to the lowest compared entry with this formula, charge and spin**: 0.0 kcal per mole
**HOMO energy**: -0.2943 Eh

These are the Mulliken partial charges, in e, on atoms 1 to 8:
1 C -1.8567
2 C 1.3778
3 C -0.7921
4 C -0.7420
5 C -0.2362
6 C 1.8516
7 N 1.2684
8 O -0.5306